C7H18F3MnN4O3S as an isolated structure, computed with ωB97M-V with the def2-TZVPD basis set.

The geometry in ORCA input format:
```
! RIJCOSX wB97M-V def2-TZVPD def2/J DEFGRID3
* xyz 3 2
Mn -0.47685 0.33427 -0.36963
N 0.80821 0.95079 -1.76489
C 0.75259 2.43742 -1.88412
C 1.00605 2.93834 -0.48433
N 0.14427 2.11979 0.45522
C 0.93076 1.76206 1.69113
C 1.78944 0.55449 1.38874
N 0.88688 -0.49742 0.80743
C -1.10102 2.89288 0.79160
C -2.02693 2.00881 1.60253
N -1.91170 0.60765 1.04525
H 1.76990 0.65933 -1.57722
H 0.53667 0.48656 -2.64534
H -0.22975 2.72020 -2.26246
H 1.50088 2.78758 -2.59773
H 0.77796 3.99773 -0.36824
H 2.05065 2.79607 -0.20756
H 0.24198 1.53831 2.50384
H 1.53101 2.61869 2.00394
H 2.28169 0.17774 2.28627
H 2.57169 0.77307 0.66178
H 0.45145 -1.03491 1.56227
H 1.43512 -1.19407 0.29432
H -1.56510 3.18730 -0.15256
H -0.83520 3.80593 1.32901
H -3.05975 2.34723 1.53251
H -1.76867 1.98336 2.65822
H -2.79123 0.35903 0.58475
H -1.82987 -0.06197 1.81333
F -3.17608 0.41977 -3.48805
C -2.75914 -0.05249 -2.37672
F -1.98575 0.99115 -1.72618
F -3.70527 -0.36163 -1.53975
S -1.51509 -1.42930 -2.57601
O -0.54164 -0.94426 -3.48281
O -2.15769 -2.66738 -2.54928
O -0.79170 -1.17980 -1.07916
*
```

## Properties
gap between HOMO and LUMO (spin up / spin down): 7.8 / 9.2 eV
<S²>: 0.837
E_HOMO (spin up / spin down): -23.1 / -23.2 eV
energy: -69930.02202 eV